Entry 1:
77
Properties=species:S:1:pos:R:3:forces:R:3:lowdin_charge:R:1 method="wB97M-V/def2-TZVPD" mol_weight_g_mol=1888.64 homo_energy_ev=-8.941
O -3.598441 2.219748 -1.142724 5.31 -1.92 1.56 -0.22
B -3.473080 0.770691 -0.878669 -0.18 -0.38 0.48 -0.56
O -4.483191 0.078285 -0.119266 3.17 0.30 0.38 -0.06
C -2.170041 0.057171 -1.405035 -0.25 0.55 -0.01 -0.01
C -0.968298 0.711845 -1.177078 0.42 -1.12 -0.60 0.05
C 0.250649 0.086547 -1.605665 0.25 0.19 0.16 -0.18
C 1.657782 0.682567 -1.390451 -0.70 0.25 -0.31 -0.13
C 1.690733 2.225738 -1.196308 0.77 0.09 0.00 -0.18
C 2.739667 2.725046 -0.158033 -0.17 0.22 -0.23 -0.20
C 2.750633 1.919692 1.160601 0.73 0.04 -0.77 -0.23
C 3.468840 2.613310 2.355034 -1.52 -1.09 0.04 -0.19
C 2.841958 2.032803 3.660407 0.73 -0.13 -0.02 -0.29
C 3.074123 0.506561 3.802181 0.08 -0.51 -0.15 -0.44
S 1.754614 -0.301998 4.811373 -0.38 -0.30 -0.26 0.89
C 1.031434 -1.555025 3.806920 -0.23 -0.93 -1.62 -0.63
N 0.372838 -2.589303 4.188928 0.07 0.01 2.10 0.01
N -0.025483 -3.347747 3.114400 0.59 1.13 -0.66 0.05
C 0.434937 -2.698703 2.086736 -1.16 -1.63 0.57 -0.21
O 1.073750 -1.578808 2.414269 0.86 1.10 -0.32 0.01
C 0.199633 -1.131427 -2.239558 -0.58 -0.63 0.91 -0.17
C -1.042293 -1.836992 -2.506284 1.70 -0.82 2.20 -0.48
N -0.965182 -3.109939 -3.166212 -2.27 0.95 2.83 -0.07
C -2.186217 -3.569802 -3.311735 0.05 -1.11 -0.09 -0.18
C -3.410456 -2.935247 -2.877010 -0.01 0.10 0.22 -0.19
N -3.451641 -1.783964 -2.256739 0.38 -0.63 -0.60 0.16
C -2.226737 -1.211658 -2.076677 0.06 0.20 0.87 -0.23
H -3.639885 2.703204 -0.301660 0.42 0.12 -0.26 0.08
H -4.052686 -0.307801 0.663532 -0.08 -0.55 -0.41 0.12
H -0.946881 1.667472 -0.650279 -0.08 -0.30 -0.29 0.11
H 2.250445 0.462567 -2.297591 -0.23 -0.11 0.44 0.12
H 2.118688 0.110310 -0.569464 -0.10 0.42 -0.14 0.11
H 1.985213 2.658225 -2.171256 -0.35 -0.06 0.41 0.11
H 0.720561 2.681027 -0.948677 0.23 -0.44 0.00 0.09
H 3.731895 2.722649 -0.646817 -0.26 -0.07 0.40 0.12
H 2.505914 3.790401 0.042717 0.16 -0.46 0.01 0.11
H 3.317194 0.990828 0.951961 -0.52 0.23 0.14 0.10
H 1.705542 1.627531 1.389557 0.46 0.20 0.19 0.12
H 4.539457 2.356323 2.331905 -0.26 0.55 -0.04 0.12
H 3.266163 3.694078 2.315804 0.45 -0.28 0.12 0.09
H 3.352036 2.519623 4.509013 -0.60 -0.07 -0.16 0.02
H 1.753739 2.206815 3.696961 0.48 0.23 -0.02 0.10
H 4.019937 0.279328 4.324345 -0.38 0.18 -0.21 0.08
H 3.113984 -0.036170 2.845714 -0.12 0.34 0.27 0.07
H 0.255697 -3.112869 1.093350 0.57 0.93 0.02 0.13
H 1.135230 -1.605354 -2.537743 -0.42 0.23 -0.02 0.02
H -2.283175 -4.539799 -3.816370 0.07 0.38 0.22 0.09
H -4.378089 -3.461462 -3.052612 1.21 0.80 0.87 -0.03
C -0.893597 -0.590605 -6.481559 0.12 0.04 0.02 -1.52
Br -0.258782 -1.896266 -7.758282 -0.03 0.10 0.11 0.56
Br -0.694925 -1.225910 -4.634951 0.19 2.60 -5.57 1.05
Br -0.061585 1.136029 -6.747936 -0.04 -0.15 0.01 0.56
H -1.953943 -0.460664 -6.662609 0.08 0.00 0.00 -0.03
C 3.798294 -4.173081 -2.563007 -0.05 -0.13 0.10 -1.62
Br 4.492633 -5.133412 -4.083531 -0.06 0.11 0.10 0.58
Br 4.644412 -2.448651 -2.356141 -0.08 -0.08 -0.03 0.56
Br 1.877276 -4.012787 -2.633950 0.35 -0.31 -0.17 0.67
H 4.040747 -4.753461 -1.682340 0.04 0.05 -0.06 -0.03
C -5.539035 -5.846925 -5.903129 -0.08 0.02 -0.17 -1.60
Br -6.604983 -7.041608 -4.829897 0.08 0.13 -0.06 0.58
Br -6.456970 -5.315949 -7.514127 0.06 -0.03 0.14 0.58
Br -4.937259 -4.317860 -4.879780 -0.68 -0.89 -1.18 0.76
H -4.655109 -6.393160 -6.205905 -0.04 0.05 0.03 -0.03
C 5.321959 5.611240 6.014167 -0.02 0.05 0.01 -1.63
Br 4.657275 6.149983 4.285106 0.06 -0.07 0.11 0.57
Br 5.371301 3.690586 6.191758 0.10 0.12 0.01 0.58
Br 7.033286 6.406981 6.403661 -0.13 -0.09 -0.06 0.58
H 4.622870 5.980331 6.753082 0.03 -0.04 -0.05 -0.03
C 0.649614 1.663531 8.455756 -0.09 -0.08 0.00 -1.62
Br -0.466865 0.170502 7.964653 0.12 0.09 0.04 0.58
Br 1.189297 1.580623 10.304969 -0.02 -0.01 -0.15 0.58
Br 2.168413 1.835558 7.276720 0.01 0.26 0.33 0.57
H 0.054582 2.559377 8.337607 0.06 -0.04 -0.01 -0.03
C -7.490516 1.973368 -1.599621 -0.16 -0.15 0.86 -1.52
Br -5.621220 2.016867 -0.972477 -8.17 2.14 -2.53 1.01
Br -8.629208 3.209854 -0.628676 0.02 -0.07 -0.11 0.52
Br -7.587353 2.259296 -3.505124 0.07 0.02 0.15 0.55
H -7.882119 0.979899 -1.410229 -0.10 0.11 -0.10 -0.03

***

Entry 2:
67
Properties=species:S:1:pos:R:3:forces:R:3:lowdin_charge:R:1 method="wB97M-V/def2-TZVPD" mol_weight_g_mol=959.45 multiplicity=2 total_charge=+2 homo_energy_ev="-14.242 / -14.243"
W 1.463939 -0.641215 -0.026546 -0.15 0.69 0.08 1.27
C -1.252929 -1.349284 -2.693027 -0.01 -0.02 0.03 -0.06
C -1.522159 -0.573936 -1.450253 -0.04 0.04 -0.02 -0.34
C -2.737201 0.043258 -1.175771 0.04 -0.02 0.01 0.01
C -2.598603 0.605344 0.074161 0.00 0.02 -0.06 -0.03
N -1.367894 0.343337 0.519622 -0.03 -0.02 0.01 0.02
N -0.682776 -0.379815 -0.404757 0.09 -0.14 -0.02 -0.09
B -0.819134 0.646931 1.932616 0.03 0.04 0.02 -0.73
N 0.412226 1.562813 1.769129 -0.15 -0.05 -0.05 0.04
C 0.834529 2.585807 2.503250 0.07 0.05 -0.05 0.00
C 1.952282 3.138802 1.898610 -0.06 -0.02 0.01 0.04
C 2.184861 2.371582 0.771922 -0.02 -0.06 -0.06 -0.30
C 3.258877 2.584769 -0.235275 0.02 -0.01 0.01 -0.01
N 1.252123 1.383243 0.698581 0.14 0.02 0.11 -0.08
N -0.333993 -0.688967 2.527020 -0.01 -0.03 -0.03 -0.01
C -0.475913 -1.160160 3.765280 0.01 -0.05 -0.01 -0.04
C 0.230087 -2.340542 3.864469 0.00 -0.03 -0.04 0.01
C 0.815517 -2.542670 2.623288 0.00 0.04 -0.03 -0.42
C 1.668452 -3.721952 2.295408 -0.03 -0.02 0.04 -0.10
N 0.464888 -1.522862 1.791043 0.07 0.02 0.09 -0.20
N -1.921663 1.234261 2.751770 -0.08 -0.13 0.05 -0.02
C -2.383733 2.513560 2.822955 -0.02 0.09 0.03 -0.06
C -3.656492 2.479213 3.317765 0.07 -0.02 -0.05 0.01
C -3.937505 1.105057 3.504395 -0.06 -0.07 0.04 -0.34
C -5.198714 0.491681 4.015356 0.00 0.00 -0.04 -0.02
N -2.908036 0.359946 3.146000 0.10 0.05 -0.03 0.11
H -2.008354 -2.131277 -2.796223 -0.01 0.02 -0.03 0.10
H -0.273722 -1.810138 -2.707013 -0.03 0.02 -0.02 -0.04
H -1.357580 -0.692764 -3.557008 0.01 -0.01 0.02 0.10
H -3.603160 0.066413 -1.813937 -0.01 0.00 -0.01 0.13
H -3.299596 1.166083 0.670516 0.02 0.01 0.05 0.14
H 0.313340 2.876239 3.400457 -0.02 -0.01 0.01 0.14
H 2.512653 3.998204 2.221138 0.01 0.02 0.01 0.13
H 3.606679 3.613037 -0.166772 0.00 0.00 0.00 0.10
H 2.889988 2.422760 -1.247055 0.00 0.01 -0.01 0.07
H 4.109478 1.929015 -0.052580 0.01 -0.02 -0.01 0.09
H -1.089604 -0.647376 4.483531 -0.03 0.06 -0.01 0.14
H 0.312888 -2.984864 4.721953 0.00 0.00 0.02 0.13
H 1.888330 -4.250509 3.220691 0.00 0.01 0.00 0.10
H 2.611415 -3.451797 1.828321 -0.01 0.01 -0.03 0.02
H 1.147605 -4.415738 1.635668 0.05 -0.02 0.02 0.03
H -1.782594 3.354166 2.517641 0.00 0.01 0.00 0.12
H -4.302081 3.312071 3.534714 0.01 0.04 -0.01 0.12
H -5.651362 1.121288 4.779044 0.01 -0.02 0.02 0.09
H -5.003966 -0.491358 4.439031 0.00 0.00 0.00 0.08
H -5.927841 0.380691 3.211095 0.00 0.01 0.00 0.08
I -2.322484 -2.935718 1.152607 -0.20 0.03 0.17 1.41
C -1.376016 -4.170924 -0.007781 0.29 0.32 -0.09 -0.51
I 1.483404 -3.127879 -1.042715 -0.08 -0.38 0.05 0.69
H -1.436088 -4.035874 -1.077741 -0.09 -0.22 -0.05 -0.03
H -0.860617 -5.016608 0.426871 0.01 -0.10 -0.12 0.00
O 3.313322 -0.274556 -0.922703 0.24 -0.08 -0.15 -0.40
N 3.422600 -0.024638 -2.173610 -0.08 0.00 0.16 0.10
N 2.304246 0.161653 -2.701223 0.04 -0.30 -0.10 -0.14
O 1.223161 0.040153 -1.917802 -0.12 -0.01 0.01 -0.27
C 2.185589 0.452224 -4.110037 -0.03 0.26 -0.01 -0.17
C 3.062384 1.383814 -4.643679 0.00 0.04 0.10 0.00
C 2.994242 1.648695 -6.000318 -0.07 -0.05 -0.06 -0.04
C 2.058951 0.991408 -6.789948 0.00 -0.01 0.03 -0.04
C 1.193602 0.058501 -6.230890 0.04 0.04 -0.02 -0.04
C 1.252698 -0.222118 -4.876530 0.00 -0.10 0.08 0.00
H 3.779307 1.886322 -4.008749 0.01 0.01 -0.02 0.12
H 3.667192 2.371059 -6.439549 0.01 0.01 0.00 0.12
H 2.007480 1.202791 -7.848996 0.00 0.00 -0.01 0.12
H 0.479799 -0.462807 -6.852722 0.00 0.00 -0.02 0.12
H 0.614384 -0.971159 -4.434387 0.04 0.04 -0.04 0.09
Cl 3.119266 -0.846653 1.569656 0.00 0.00 0.01 0.35

***

Entry 3:
61
Properties=species:S:1:pos:R:3:forces:R:3:lowdin_charge:R:1 method="wB97M-V/def2-TZVPD" mol_weight_g_mol=745.11 homo_energy_ev=-5.200
Sc 0.059180 -0.296581 0.532363 -1.47 0.37 -0.19 0.67
C -3.570011 2.702110 2.037176 0.10 0.09 -0.02 -0.07
C -2.569517 3.667964 1.386541 -0.10 -0.09 -0.07 -0.37
C -3.163045 4.202016 0.082599 0.07 -0.08 0.15 -0.07
C -1.184120 3.062739 1.220471 0.03 0.06 0.10 -0.22
C -0.547587 2.461628 2.301380 0.01 0.17 0.00 -0.05
C 0.770447 2.013184 2.221468 0.07 0.18 0.01 -0.08
C 1.508005 2.163541 1.046224 -0.04 0.06 0.05 -0.35
C 2.995046 1.936719 1.015603 -0.08 -0.13 -0.01 -0.05
C 0.841264 2.694989 -0.063783 -0.06 0.21 0.06 -0.07
C -0.468703 3.137539 0.023660 0.03 0.00 0.00 -0.04
H -4.469803 3.248957 2.321441 -0.01 -0.02 -0.01 0.08
H -3.169892 2.234081 2.937496 -0.03 -0.02 0.00 0.06
H -3.861282 1.925265 1.329039 0.00 -0.05 0.01 0.04
H -2.432763 4.511502 2.074111 -0.01 0.00 0.00 0.14
H -3.280500 3.395227 -0.645863 0.01 0.03 -0.05 0.05
H -2.548263 4.994282 -0.346814 -0.03 0.00 -0.05 0.08
H -4.153544 4.612449 0.279255 0.01 0.03 -0.02 0.08
H -1.058022 2.397537 3.254147 -0.01 -0.09 -0.01 0.12
H 1.266069 1.662832 3.120133 -0.04 -0.17 -0.04 0.13
H 3.503387 2.876689 1.239431 0.03 -0.02 -0.01 0.09
H 3.323506 1.601645 0.032225 0.03 0.00 0.01 0.07
H 3.305495 1.202430 1.759180 0.01 0.00 -0.01 0.08
H 1.381514 2.825401 -0.993619 -0.01 -0.08 -0.03 0.12
H -0.940575 3.543582 -0.859362 -0.01 0.00 -0.01 0.12
B 1.511726 -1.916960 2.332610 -0.38 -0.25 -0.04 -0.41
N 0.160507 -1.686338 3.049572 0.23 -0.01 0.54 -0.08
C -0.371327 -2.293832 4.113622 -0.13 0.04 0.04 -0.06
C -1.652421 -1.801300 4.300782 0.00 -0.02 -0.06 -0.04
C -1.830325 -0.883712 3.268529 -0.07 0.07 0.10 -0.12
N -0.725375 -0.810189 2.527635 0.20 -0.33 -0.14 -0.07
N 1.245699 -2.898405 1.167550 0.39 -0.17 0.07 -0.08
C 1.610477 -4.168916 0.979362 0.03 -0.08 -0.14 -0.06
C 1.140635 -4.576177 -0.258504 -0.05 0.05 0.05 -0.04
C 0.473493 -3.461790 -0.765817 0.01 -0.13 -0.09 -0.14
N 0.545943 -2.453058 0.101821 -0.10 0.18 0.36 -0.05
H 2.333855 -2.345838 3.080653 0.13 0.04 0.02 0.09
H 1.826312 -0.843081 1.818300 0.05 0.09 0.03 0.06
H 0.177619 -3.036099 4.669392 0.06 0.04 -0.04 0.13
H -2.356852 -2.083076 5.062849 -0.01 0.03 0.00 0.10
H -2.692658 -0.281069 3.034024 0.02 0.00 -0.10 0.11
H 2.184836 -4.701752 1.719339 -0.01 0.07 0.03 0.13
H 1.245506 -5.543932 -0.715872 0.00 0.01 -0.01 0.10
H -0.048920 -3.352217 -1.701839 -0.09 0.09 0.05 0.07
Se -2.313991 0.201165 -0.293750 0.25 0.09 0.76 0.11
Se -4.677392 1.085465 -2.635382 -0.36 0.48 0.31 -0.23
Se -3.344389 -0.275884 -3.763278 0.23 -0.18 -0.59 -0.21
Se -1.594205 -0.969588 -2.108811 0.25 -0.68 -0.36 -0.05
N 1.468034 -0.023904 -1.082584 0.84 -0.06 -0.48 0.14
C 1.638306 -0.492780 -2.117491 -0.09 0.42 0.17 -0.12
C 1.834919 -1.060644 -3.393395 0.25 -0.43 -0.64 -0.22
C 2.684877 -2.167379 -3.513662 -0.12 0.20 0.15 -0.02
C 2.875105 -2.735735 -4.756916 0.04 -0.09 -0.09 -0.06
C 2.213893 -2.222498 -5.866740 -0.02 0.05 0.10 -0.05
C 1.355217 -1.137177 -5.738374 0.03 -0.07 -0.14 -0.05
C 1.164981 -0.543575 -4.506778 -0.07 0.11 0.31 -0.02
H 3.166350 -2.565974 -2.630300 0.04 -0.01 -0.03 0.12
H 3.535333 -3.585871 -4.863209 -0.01 0.00 0.00 0.11
H 2.364587 -2.676153 -6.837195 -0.01 -0.01 0.00 0.11
H 0.824202 -0.761058 -6.601947 0.01 0.03 0.01 0.12
H 0.489134 0.291581 -4.378723 -0.05 -0.02 -0.03 0.12

***

Entry 4:
59
Properties=species:S:1:pos:R:3:forces:R:3:lowdin_charge:R:1 method="wB97M-V/def2-TZVPD" mol_weight_g_mol=494.42 total_charge=+1 homo_energy_ev=-10.749
Be -1.582474 -0.267886 -0.757541 0.13 -0.47 0.15 0.03
O 0.565054 -3.956523 1.749238 -0.02 0.01 0.03 0.06
C -0.753583 -4.072628 2.106458 0.15 0.02 -0.03 -0.27
C -1.191360 -4.997394 3.042933 -0.02 0.03 -0.01 -0.02
C -2.538714 -5.058703 3.363832 -0.01 -0.02 0.01 -0.07
C -3.447045 -4.206254 2.752422 0.05 0.00 0.01 -0.07
C -2.995706 -3.287613 1.817188 0.00 0.03 0.00 -0.01
C -1.648923 -3.205824 1.487809 -0.25 -0.05 -0.05 -0.11
C -1.170413 -2.204373 0.468505 -0.08 0.05 0.19 -0.33
O -2.189933 -1.565898 -0.208009 0.04 0.13 -0.16 -0.16
N -0.359588 -1.150760 1.197133 0.18 0.12 -0.24 0.09
N -0.670736 0.058239 0.709216 -0.08 0.09 0.14 -0.04
C -0.519942 1.161583 1.331888 -0.07 0.20 -0.13 -0.13
C -1.103821 2.372370 0.754051 0.07 -0.16 0.09 -0.57
Br -2.480814 1.985330 -0.527071 -0.24 0.23 -0.01 1.02
C -0.877935 3.644300 1.079965 0.16 0.04 0.15 -0.08
C 0.178797 4.091168 2.003964 -0.09 -0.08 -0.15 -0.22
C 1.423884 3.462772 2.054501 0.06 0.01 0.05 -0.05
C 2.392812 3.899449 2.944649 -0.04 0.00 -0.03 -0.06
C 2.127745 4.971134 3.785301 0.03 0.01 0.02 -0.07
C 0.900649 5.617694 3.723436 -0.03 -0.01 -0.02 -0.06
C -0.066511 5.187067 2.830452 0.03 0.03 0.04 -0.03
H 1.087322 -4.609652 2.226727 -0.01 -0.02 -0.01 0.11
H -0.480185 -5.665711 3.515260 0.00 0.00 0.00 0.12
H -2.876250 -5.782492 4.094012 -0.01 0.00 -0.01 0.11
H -4.498321 -4.260659 2.998431 0.00 0.00 0.00 0.11
H -3.683283 -2.622425 1.313125 0.00 0.00 -0.01 0.12
H -0.474183 -2.679196 -0.233363 0.04 -0.08 0.06 0.14
H -0.329715 -1.210861 2.207323 -0.02 -0.09 0.02 0.15
H -0.050589 1.220797 2.309170 -0.02 0.00 0.01 0.15
H -1.522316 4.410246 0.664260 0.00 0.00 0.00 0.12
H 1.649254 2.650564 1.373471 0.00 0.01 0.00 0.10
H 3.357616 3.410795 2.972780 0.00 0.01 0.01 0.11
H 2.884478 5.313343 4.478556 -0.01 0.00 0.00 0.11
H 0.698637 6.461931 4.368608 0.00 0.00 0.00 0.11
H -1.021921 5.694811 2.779401 0.00 -0.01 0.00 0.12
C 3.000788 0.974988 -2.733360 0.05 -0.04 0.04 -0.15
C 1.974716 1.978926 -2.262386 -0.04 0.04 -0.02 -0.16
N 0.759028 1.258716 -1.908636 -0.05 -0.08 0.02 0.09
C 0.318225 0.153226 -2.564541 0.07 0.07 -0.12 -0.31
N -0.881629 -0.317331 -2.249043 0.06 0.00 -0.02 0.01
C -1.455609 -1.327989 -3.147864 -0.02 -0.05 -0.01 -0.17
C -0.409923 -2.351253 -3.535089 -0.03 -0.07 -0.07 -0.14
C 0.746164 -1.637482 -4.199944 0.09 0.04 0.02 -0.13
N 1.119867 -0.414414 -3.480199 -0.06 -0.03 0.00 -0.01
C 2.401797 0.178592 -3.873127 -0.07 -0.04 -0.02 -0.13
H 3.261709 0.301501 -1.914027 0.01 0.01 0.00 0.13
H 3.910646 1.475771 -3.060336 -0.02 0.02 -0.03 0.13
H 1.771624 2.705426 -3.056034 0.01 0.02 0.02 0.13
H 2.317172 2.529011 -1.386602 0.01 -0.03 0.02 0.12
H 0.023290 1.790528 -1.474820 0.01 0.04 0.00 0.07
H -1.856718 -0.841956 -4.043274 0.03 0.03 0.01 0.13
H -2.285694 -1.800369 -2.627679 0.02 -0.01 0.00 0.11
H -0.823178 -3.080061 -4.232517 0.00 -0.02 0.03 0.13
H -0.074724 -2.894458 -2.649591 0.01 0.05 0.02 0.12
H 0.495400 -1.373852 -5.231558 -0.01 0.02 0.01 0.14
H 1.632531 -2.272374 -4.233079 -0.02 -0.03 -0.01 0.13
H 2.264553 0.801294 -4.762629 0.00 0.02 0.02 0.14
H 3.057974 -0.645178 -4.151746 0.02 0.01 0.00 0.13

***

Ordered energy relative to the best compared isomer or geometry (same formula, charge and spin) results: 224.7 157.1 256.0 3.7; unit kJ/mol.
Ordered largest force on an atom results: 8.82 0.71 1.53 0.51; unit eV/Å.